{
  "formula": "C30H51GeN6PdSi3",
  "method": "ωB97M-V/def2-TZVPD",
  "charge": 2,
  "s_squared": 0.772,
  "gap_ha": [0.21433, 0.21012],
  "spin_multiplicity": 2,
  "elements": ["Pd", "C", "C", "C", "C", "C", "C", "N", "C", "C", "C", "C", "C", "C", "N", "N", "C", "C", "C", "C", "C", "N", "H", "H", "H", "H", "H", "H", "H", "H", "H", "H", "H", "H", "H", "C", "Si", "C", "C", "Ge", "Si", "C", "C", "C", "Si", "C", "C", "C", "H", "H", "H", "H", "H", "H", "H", "H", "H", "H", "H", "H", "H", "H", "H", "H", "H", "H", "H", "H", "H", "H", "H", "H", "H", "H", "H", "N", "C", "C", "N", "C", "C", "H", "H", "H", "H", "H", "H", "H", "H", "H", "H", "H"],
  "xyz": [[-0.27798, 0.41475, -0.62000], [-5.36409, 0.42823, 0.12176], [-5.10132, 0.68142, 1.46024], [-3.80718, 0.76188, 1.93469], [-2.72014, 0.53322, 1.06763], [-3.01276, 0.41114, -0.31260], [-4.30574, 0.33671, -0.77592], [-1.39979, 0.49702, 1.38740], [-0.80574, 0.27810, 2.57410], [-1.44366, -0.28762, 3.69787], [-0.82335, -0.39606, 4.92173], [0.48255, 0.07045, 5.09427], [1.17547, 0.54786, 4.01064], [0.60299, 0.58707, 2.72356], [1.44367, 0.96797, 1.75867], [1.37136, 0.78206, 0.49172], [2.18230, 1.43571, -0.37377], [3.41484, 2.02886, -0.03035], [4.14559, 2.64362, -1.01815], [3.64499, 2.66492, -2.32359], [2.42437, 2.06600, -2.57657], [1.69355, 1.47379, -1.63850], [-6.37866, 0.32555, -0.22326], [-5.92353, 0.83199, 2.14232], [-3.64058, 1.02113, 2.96756], [-2.14394, 0.35754, -1.01157], [-4.50374, 0.20796, -1.83009], [-2.44330, -0.67316, 3.56310], [-1.34772, -0.85305, 5.74775], [0.95385, 0.03625, 6.06231], [2.20063, 0.87159, 4.10221], [3.75341, 1.99363, 0.99201], [5.09314, 3.11118, -0.79373], [4.19625, 3.14012, -3.11640], [2.00409, 2.05388, -3.57369], [-2.02141, -2.34081, -2.48269], [-1.28599, -3.08243, -0.87717], [-0.79132, -4.91730, -1.02257], [-2.43161, -2.89715, 0.63917], [0.86978, -1.72415, -0.44293], [2.07665, -1.80504, -2.70035], [0.96106, -0.81042, -3.89507], [3.84939, -1.12420, -2.45993], [2.11187, -3.63510, -3.24045], [2.13895, -2.70667, 1.44568], [2.84039, -4.32770, 0.71500], [3.55896, -1.55141, 1.96991], [0.88418, -3.07641, 2.83615], [-3.10557, -2.30323, -2.43552], [-1.76062, -2.93038, -3.35641], [-1.66188, -1.32468, -2.64677], [-1.67878, -5.52117, -1.17949], [-0.32253, -5.27478, -0.11177], [-0.11664, -5.12796, -1.84282], [-3.46612, -3.07437, 0.35433], [-2.36996, -1.90818, 1.07871], [-2.16626, -3.61812, 1.40687], [0.34889, -0.08577, -3.34978], [0.29707, -1.46910, -4.44801], [1.54527, -0.26046, -4.62559], [3.87728, -0.03913, -2.45642], [4.48338, -1.46087, -3.27563], [4.30156, -1.46682, -1.53175], [1.13132, -3.98147, -3.55140], [2.46994, -4.30554, -2.46571], [2.77429, -3.74467, -4.09320], [3.62145, -4.12864, -0.01290], [2.07579, -4.92927, 0.23097], [3.28629, -4.93054, 1.50007], [4.30442, -1.43969, 1.18720], [4.06129, -1.93848, 2.85041], [3.18280, -0.56487, 2.21837], [0.38836, -4.02793, 2.67048], [0.12562, -2.30213, 2.90489], [1.37189, -3.13445, 3.80435], [-2.18113, 5.66903, -0.59889], [-2.25537, 4.98541, 0.72276], [-1.97747, 3.48919, 0.53135], [-0.71416, 3.20916, -0.12977], [-0.59654, 3.94691, -1.37491], [-0.84160, 5.45613, -1.21601], [-2.37020, 6.67331, -0.48980], [-2.90067, 5.27049, -1.21950], [-3.24483, 5.13070, 1.15864], [-1.51317, 5.43802, 1.38306], [-2.78186, 3.03853, -0.06036], [-1.97748, 3.01122, 1.51101], [0.06329, 3.42996, 0.49332], [-1.32080, 3.53550, -2.08711], [0.40305, 3.79734, -1.78604], [-0.79998, 5.95291, -2.18640], [-0.09034, 5.90602, -0.56292]]
}

***

{
  "formula": "C20H36BeN2Si2",
  "method": "ωB97M-V/def2-TZVPD",
  "charge": 0,
  "gap_ha": 0.24970,
  "spin_multiplicity": 1,
  "elements": ["C", "C", "H", "H", "H", "H", "H", "H", "C", "C", "C", "C", "H", "H", "H", "H", "N", "C", "C", "N", "C", "C", "C", "H", "H", "C", "H", "H", "Be", "C", "H", "H", "H", "C", "Si", "C", "C", "C", "Si", "C", "C", "C", "H", "H", "H", "H", "H", "H", "H", "H", "H", "H", "H", "H", "H", "H", "H", "H", "H", "H", "H"],
  "xyz": [[-4.34005, -0.20011, -0.64763], [-4.11828, 1.12527, -1.38907], [-4.41005, -1.02572, -1.35929], [-5.30808, -0.15249, -0.13361], [-3.59715, -0.43687, 0.11684], [-3.42419, 1.06613, -2.22474], [-5.08337, 1.43196, -1.82101], [-3.80968, 1.91533, -0.69600], [0.21427, -3.03601, -1.13395], [1.09752, -4.09396, -1.37384], [2.36071, -3.82668, -1.91722], [2.67232, -2.51530, -2.26931], [-0.80108, -3.18733, -0.76420], [0.78759, -5.09870, -1.09313], [3.09034, -4.61849, -2.05981], [3.62498, -2.23329, -2.70648], [0.57242, -1.75570, -1.35558], [1.74826, -1.50424, -2.00573], [1.91650, -0.10946, -2.37851], [0.91438, 0.69567, -1.92116], [0.87642, 1.97823, -2.31278], [2.93148, 1.72280, -3.56386], [1.85653, 2.52301, -3.14331], [0.03564, 2.58038, -1.94632], [1.76990, 3.57034, -3.42789], [2.96119, 0.38894, -3.16580], [3.75508, -0.28838, -3.44739], [3.71023, 2.12723, -4.20274], [-0.16392, -0.21986, -0.87000], [-1.64298, 0.02685, -1.54754], [-1.64274, 0.23423, -2.62117], [-1.89651, 0.93678, -0.98626], [-2.30817, -0.82106, -1.35681], [-2.39951, 0.57742, 2.27636], [-0.96176, -0.63618, 2.13217], [-0.32234, -0.94200, 3.88674], [-1.63342, -2.31011, 1.58026], [0.31833, 0.00440, 0.91327], [1.34981, 1.39310, 1.66049], [2.50196, 0.77590, 3.03325], [2.56313, 2.22447, 0.48560], [0.26769, 2.75509, 2.39251], [-3.13528, 0.17326, 2.98776], [-2.91260, 0.74577, 1.32251], [-2.07468, 1.55562, 2.64731], [-1.09040, -1.50662, 4.43905], [0.59739, -1.54411, 3.89204], [-0.12705, -0.01455, 4.44139], [-2.19169, -2.25753, 0.63611], [-0.82129, -3.03803, 1.44699], [-2.31524, -2.70640, 2.34894], [1.08040, -0.82239, 0.87846], [3.11327, -0.07163, 2.69159], [3.19496, 1.59154, 3.29121], [1.98868, 0.46922, 3.95208], [2.09414, 3.01836, -0.10521], [3.36978, 2.68385, 1.07633], [3.02976, 1.51564, -0.20700], [-0.46612, 3.11136, 1.65788], [-0.27136, 2.44612, 3.29682], [0.90392, 3.60894, 2.67039]]
}

***

{
  "formula": "C25H26F6N5O7PtSSb",
  "method": "ωB97M-V/def2-TZVPD",
  "charge": 1,
  "s_squared": 0.762,
  "gap_ha": [0.17184, 0.17248],
  "spin_multiplicity": 2,
  "elements": ["Pt", "C", "C", "C", "C", "C", "C", "N", "C", "C", "C", "C", "C", "N", "C", "C", "C", "C", "C", "C", "N", "H", "H", "H", "H", "H", "H", "H", "H", "H", "H", "H", "H", "H", "H", "H", "C", "C", "C", "C", "C", "C", "O", "N", "C", "O", "N", "C", "O", "H", "H", "H", "H", "H", "H", "H", "H", "H", "H", "H", "O", "S", "O", "O", "O", "F", "Sb", "F", "F", "F", "F", "F"],
  "xyz": [[0.49163, -0.09989, 0.14613], [2.19621, -2.98354, -1.10299], [1.01133, -3.29987, -0.46507], [0.76450, -4.59255, 0.09182], [-0.48973, -4.91509, 0.54469], [-1.52644, -3.99262, 0.41531], [-1.22256, -2.71499, -0.06932], [0.01136, -2.38332, -0.41153], [-2.23737, -1.65554, -0.20393], [-3.59006, -1.90393, -0.42431], [-4.44032, -0.81775, -0.57087], [-3.94308, 0.46831, -0.46678], [-2.57584, 0.65365, -0.23548], [-1.78840, -0.40722, -0.13511], [-1.93581, 1.97479, -0.14284], [-2.67713, 3.15186, -0.09894], [-2.01208, 4.37016, -0.11164], [-0.63931, 4.38082, -0.20648], [0.06389, 3.16501, -0.20687], [1.53944, 3.17988, -0.32750], [-0.59597, 2.01976, -0.14491], [2.98108, -3.71453, -1.19584], [2.24987, -2.09155, -1.70480], [3.25279, -1.92272, 0.21095], [1.58103, -5.29347, 0.14055], [-0.67115, -5.87358, 1.00487], [-2.51939, -4.24423, 0.74598], [-3.96316, -2.91128, -0.51325], [-5.49012, -0.97721, -0.76667], [-4.59866, 1.31366, -0.58228], [-3.75142, 3.12985, -0.04477], [-2.56371, 5.29812, -0.08267], [-0.08430, 5.30293, -0.27099], [1.93826, 4.17888, -0.17960], [2.00219, 2.50647, 0.39085], [1.81462, 2.85685, -1.33453], [0.51593, 1.01315, 4.89476], [1.32808, -0.27102, 4.79628], [0.59914, -1.49922, 4.17010], [1.42439, -2.76290, 4.46120], [0.92482, -4.02148, 3.76409], [-0.78821, -1.58094, 4.79466], [-1.02155, -2.14505, 5.82700], [-1.77140, -0.90013, 4.11485], [-1.64149, -0.22155, 2.91145], [-2.54766, 0.44941, 2.47821], [-0.48038, -0.45543, 2.23644], [0.49751, -1.24096, 2.68781], [1.30246, -1.70146, 1.87496], [1.13908, 1.78526, 5.33920], [-0.35544, 0.88428, 5.53427], [0.19490, 1.36757, 3.91677], [1.63083, -0.56765, 5.80314], [2.22756, -0.08952, 4.20257], [1.40016, -2.92341, 5.53980], [2.45334, -2.57209, 4.15637], [-0.07561, -4.28700, 4.09664], [1.58859, -4.84782, 4.00086], [0.92692, -3.89498, 2.68443], [-2.68478, -0.84788, 4.55724], [2.63832, 0.21547, -0.89605], [3.35368, 0.24307, 0.44718], [4.50145, 1.03678, 0.51431], [2.29308, 0.63065, 1.37592], [3.71374, -1.23538, 0.72971], [0.10097, -0.02796, -1.95157], [3.80234, 0.60664, -2.51232], [4.38362, 2.27003, -1.80168], [4.96556, -0.67045, -1.65810], [5.04351, 0.72795, -3.91357], [2.96249, -0.90514, -3.34700], [2.35530, 1.65138, -3.22000]]
}

***

{
  "formula": "C3H6F2S",
  "method": "ωB97M-V/def2-TZVPD",
  "charge": 0,
  "s_squared": 2.006,
  "gap_ha": [0.26279, 0.32438],
  "spin_multiplicity": 3,
  "elements": ["C", "C", "C", "F", "F", "S", "H", "H", "H", "H", "H", "H"],
  "xyz": [[0.19065, -1.19035, 0.52241], [0.82324, 1.05189, -0.68520], [-0.14360, 0.24193, 0.16410], [-0.50762, 0.92043, 1.36776], [-2.56385, -0.85634, 0.11848], [-1.80486, 0.32686, -0.74319], [-0.38082, -1.45125, 1.41552], [-0.04358, -1.90647, -0.35979], [1.25476, -1.24278, 0.90158], [0.24983, 1.99553, -1.12279], [1.51965, 1.64711, -0.09304], [1.40621, 0.46344, -1.48584]]
}

***

{
  "formula": "C20H28MoN3O9S",
  "method": "ωB97M-V/def2-TZVPD",
  "charge": 1,
  "s_squared": 2.012,
  "gap_ha": [0.29461, 0.34166],
  "spin_multiplicity": 3,
  "elements": ["Mo", "O", "C", "O", "C", "O", "C", "C", "O", "O", "H", "H", "H", "H", "H", "C", "C", "C", "N", "C", "S", "N", "C", "O", "C", "C", "C", "C", "C", "C", "H", "H", "H", "H", "H", "H", "H", "H", "H", "H", "H", "H", "H", "H", "O", "O", "C", "O", "C", "N", "C", "C", "C", "H", "H", "H", "H", "H", "H", "H", "H", "H"],
  "xyz": [[-1.13326, 0.17260, -0.68709], [-0.56627, -2.75946, 1.49029], [-0.95332, -1.94289, 0.46408], [-1.63381, -0.75050, 0.90004], [-1.97516, -2.66372, -0.43298], [-2.51110, -1.57587, -1.22394], [-2.69800, -1.74417, -2.63162], [-1.57183, -1.02565, -3.38447], [-1.36522, -1.19743, -4.54751], [-0.90256, -0.16636, -2.61733], [0.21775, -2.36691, 1.89418], [-2.77676, -3.11686, 0.14651], [-1.47823, -3.39411, -1.06827], [-3.64156, -1.26838, -2.89403], [-2.72747, -2.79427, -2.91083], [3.68560, -1.11959, 2.75684], [3.61218, 0.39889, 2.63070], [2.45915, 0.87969, 1.76482], [2.64980, 0.39812, 0.39215], [1.85882, 0.65339, -0.61698], [0.57135, 1.82929, -0.42418], [1.99098, 0.04757, -1.81711], [2.53110, -1.25334, -2.09982], [2.00369, -1.89756, -2.95772], [3.76933, -1.67650, -1.39602], [3.85029, -2.98846, -0.93778], [5.00913, -3.42422, -0.31557], [6.08920, -2.56181, -0.17437], [6.01589, -1.25954, -0.65249], [4.85312, -0.81136, -1.26077], [4.48124, -1.41037, 3.44143], [3.89379, -1.61757, 1.80568], [2.74909, -1.52302, 3.14818], [4.55106, 0.79452, 2.23379], [3.48259, 0.84352, 3.61811], [2.40142, 1.96696, 1.75235], [1.50280, 0.49792, 2.13530], [3.35355, -0.31913, 0.26332], [1.23389, 0.24931, -2.46842], [3.00331, -3.64796, -1.07396], [5.07439, -4.43957, 0.05143], [6.99645, -2.90868, 0.30218], [6.86643, -0.59760, -0.56118], [4.78899, 0.20203, -1.64084], [0.06374, -1.43538, -0.31143], [-2.21369, 2.82357, 0.82583], [-2.92285, 2.47851, -0.11975], [-2.66678, 1.59716, -0.99679], [-4.23806, 3.24041, -0.34383], [-4.29658, 4.24551, 0.78273], [-5.45708, 3.89029, 1.67855], [-5.70391, 2.42309, 1.36532], [-5.46793, 2.35425, -0.14352], [-4.21020, 3.74926, -1.30462], [-4.33427, 5.20709, 0.45710], [-3.38153, 4.07443, 1.26128], [-6.30161, 4.51192, 1.38713], [-5.18855, 4.10443, 2.70931], [-6.70598, 2.11648, 1.65492], [-4.98747, 1.79514, 1.89776], [-6.32059, 2.76420, -0.68601], [-5.27850, 1.34869, -0.51009]]
}

***

{
  "formula": "C5H7N",
  "method": "ωB97M-V/def2-TZVPD",
  "smiles": "C=C(C)C=C=N",
  "charge": 0,
  "gap_ha": 0.33731,
  "spin_multiplicity": 1,
  "elements": ["C", "C", "C", "C", "C", "N", "H", "H", "H", "H", "H", "H", "H"],
  "xyz": [[-1.29767, -1.11872, 0.27874], [-0.21821, -0.23065, 0.41018], [0.43432, -0.10280, 1.74861], [0.61511, 0.66981, -0.56419], [0.38494, 0.90006, -1.81949], [-0.00254, 1.17879, -2.92144], [-1.62461, -1.72341, 1.15612], [-1.82267, -1.34662, -0.66907], [0.49954, 0.91750, 2.13440], [1.54059, -0.27933, 1.55085], [-0.22329, -0.68373, 2.43774], [1.38892, 1.15394, 0.11632], [0.32557, 0.66517, -3.85876]]
}

***

{
  "formula": "CH7ISi2",
  "method": "ωB97M-V/def2-TZVPD",
  "charge": 0,
  "gap_ha": 0.27817,
  "spin_multiplicity": 1,
  "elements": ["C", "Si", "Si", "I", "H", "H", "H", "H", "H", "H", "H"],
  "xyz": [[0.52447, -0.72822, -1.03498], [-0.78910, 0.34608, -1.79390], [0.36733, 0.92397, 3.21506], [1.92180, -0.23633, 4.81973], [1.18371, -0.05487, -0.49495], [0.11906, -1.47089, -0.38536], [-1.37334, -0.29051, -3.02432], [-2.18123, 0.64429, -1.21499], [-0.25541, 1.73683, -2.22992], [1.29772, -1.14445, -1.84908], [-0.81501, 0.27409, 3.99270]]
}

***

{
  "formula": "C3H7OS2",
  "method": "ωB97M-V/def2-TZVPD",
  "smiles": "OCCCS[S-]",
  "charge": -1,
  "gap_ha": 0.21835,
  "spin_multiplicity": 1,
  "elements": ["O", "C", "C", "C", "S", "S", "H", "H", "H", "H", "H", "H", "H"],
  "xyz": [[0.56129, 0.90063, -1.73678], [-0.77705, 1.05049, -1.98447], [-1.83267, 0.94480, -0.71592], [-1.43032, -0.04808, 0.39243], [0.22017, 0.07419, 1.15409], [1.47143, -1.52022, 0.92471], [0.80632, 0.14647, -1.18067], [-1.03224, 2.05830, -2.31227], [-1.20601, 0.28993, -2.64765], [-2.10136, 1.95205, -0.41512], [-2.64800, 0.47113, -1.27090], [-2.19585, 0.23947, 1.12689], [-1.71741, -1.09587, 0.26489]]
}

***

| no. | E_tot (hartree) |
| --- | --- |
| 1 | -4575.0449 |
| 2 | -1487.0005 |
| 3 | -3125.4105 |
| 4 | -715.6678 |
| 5 | -2086.6554 |
| 6 | -249.3627 |
| 7 | -918.8966 |
| 8 | -990.1259 |